(1)
Computed, not measured: C22H30N4O as an isolated structure, with wB97M-V/def2-TZVPD.

XYZ file:
```
57
Properties=species:S:1:pos:R:3:forces:R:3
C 6.9927 0.0307 -1.0157 3.857 -2.721 0.936
C 5.6526 0.3808 -0.9614 -3.994 1.946 1.725
C 5.0577 0.9723 0.0921 -4.277 -1.858 -2.148
C 5.6274 1.1173 1.4062 -2.331 -4.580 3.385
H 6.3838 0.2519 1.4871 -0.805 1.855 0.627
H 5.9572 2.0597 1.4854 1.993 3.322 0.981
H 4.7418 0.9721 2.3933 2.575 0.306 -3.315
C 3.4136 1.2640 -0.0286 3.371 1.373 4.870
N 2.6595 0.5417 1.0343 2.198 -2.147 0.929
C 2.7289 -0.9631 0.9223 -2.942 2.952 0.532
C 1.6625 -1.1752 -0.1496 4.136 -7.509 -3.205
H 1.6118 -2.3682 -0.3266 -0.242 1.733 1.007
H 2.0610 -1.1670 -1.2494 -0.812 1.733 1.841
C 0.3334 -0.7658 0.1671 -1.632 -0.783 -6.142
N -0.5896 -1.2202 -1.0808 2.897 1.004 8.056
C -1.6354 -2.1704 -0.8360 2.147 2.566 -5.908
C -2.0464 -2.3240 -2.1903 -0.845 2.198 -0.345
C -1.3776 -1.2513 -2.8522 1.814 1.310 -2.326
N -0.3408 -0.5282 -2.2096 -5.673 -5.486 0.900
H -1.4570 -0.8472 -3.8398 -0.799 -0.703 -0.786
H -2.9178 -2.7862 -2.7059 0.876 0.048 0.939
N -2.0173 -2.7955 0.3228 4.938 -5.004 -4.437
C -2.6533 -2.3746 1.2940 -5.742 -0.093 8.365
O -2.9406 -3.2032 2.3208 1.269 4.419 -4.663
C -3.1626 -0.8974 0.9342 -0.924 -5.911 13.378
C -4.3259 -0.9636 0.2703 -7.517 3.101 11.059
C -4.7624 0.2687 0.0505 -3.944 14.351 -3.276
C -4.0423 1.3629 -0.9240 3.606 -15.974 0.427
C -4.4545 2.5018 -0.9750 5.493 9.315 -7.738
C -5.3342 3.1062 -0.2654 -2.371 8.472 -1.133
C -6.0519 2.5197 0.5569 -2.847 -8.914 4.673
C -5.7957 1.0460 0.6754 1.494 -1.922 1.540
H -6.2774 0.5396 1.5605 -0.015 0.392 -1.107
H -6.8617 2.7494 1.1722 -1.016 1.403 0.598
H -5.6339 4.1226 -0.4851 0.598 0.449 -0.080
H -3.7881 3.3092 -1.7882 -2.064 -2.509 2.196
H -3.2786 0.7370 -1.6554 -1.588 2.378 1.759
H -4.1985 -1.4433 -0.4124 2.081 -9.549 -14.927
H -5.2485 -1.4775 0.7751 2.033 0.268 -0.010
H -3.5316 -0.6203 2.2823 1.246 -0.286 -3.828
H -2.3146 -0.4797 0.9375 5.659 4.668 -1.690
H -1.7799 -3.7976 0.4073 0.086 0.557 -0.159
C 0.2588 0.6213 0.3428 15.423 -1.892 -5.113
C 1.3348 0.8774 1.4241 2.793 7.335 -6.262
H 0.9528 0.6471 2.2781 -1.314 -2.268 5.809
H 1.5912 2.0383 1.5066 -1.761 -1.681 0.030
H 0.7160 1.0105 -0.5957 -1.190 0.660 0.560
H -0.4934 0.8997 0.6369 -14.384 5.858 4.762
H -0.0425 -1.2400 0.9362 -1.846 -2.884 4.094
H 2.2630 -1.3087 1.9313 1.540 -0.026 -1.557
H 3.7292 -1.1972 0.6446 0.580 -0.951 0.115
H 3.0532 1.1219 -0.9669 -0.841 -0.419 -3.012
H 3.5242 2.3703 0.2274 -1.228 -1.104 -0.311
H 4.9800 0.1492 -1.7574 -0.098 -0.082 -0.849
H 7.5080 0.5529 -1.7827 0.698 0.736 -0.709
H 7.5423 0.3044 0.0228 -0.940 -1.327 -2.597
H 7.0169 -1.0813 -1.4446 0.581 1.875 1.538
```
Forces are in eV/Å.

Properties
Total energy in Ha: -1149.82977
LUMO energy in eV: 0.57
HOMO-LUMO gap in Eh: 0.32325
HOMO energy in eV: -8.221
Relative energy (zero: lowest compared OMol25 entry of this formula, charge and spin) in kJ/mol: 2179.63



(2)
Computed, not measured: one molecule with the formula C22H30N4O2S, with wB97M-V/def2-TZVPD.

XYZ file:
```
59
Properties=species:S:1:pos:R:3:forces:R:3
C -7.2535 -1.9089 -0.0154 -0.014 0.055 0.014
C -6.0345 -1.0360 0.0185 0.049 -0.111 -0.029
C -6.1472 0.2950 0.4238 0.118 -0.049 -0.042
C -5.0662 1.1551 0.4765 0.064 0.016 -0.021
C -5.1911 2.5773 0.9236 0.029 -0.056 -0.013
C -3.8163 0.6544 0.1043 -0.331 -0.902 -0.198
N -2.6506 1.3671 0.0920 0.236 0.828 0.254
C -1.6510 0.6651 -0.3007 -0.366 -0.886 -0.190
N -0.3997 1.1141 -0.4334 0.306 0.107 -0.110
C 0.7051 0.2725 -0.8113 0.134 -0.091 -0.260
C 1.5684 0.9814 -1.8512 0.147 -0.108 0.101
C 2.0806 2.3078 -1.2842 -0.262 0.243 -0.030
C 3.0334 2.1305 -0.0955 -0.007 0.120 -0.513
O 2.8608 2.6841 0.9756 -0.122 0.182 0.327
N 4.1209 1.3779 -0.3550 0.268 -0.292 -0.084
C 5.1155 1.0975 0.6532 0.232 -0.070 0.187
C 5.1644 -0.3867 1.0279 -0.039 0.142 -0.065
C 3.8141 -0.8971 1.5503 0.211 0.219 -0.057
N 3.1472 -1.8589 0.6898 -0.150 -0.061 0.351
C 2.2720 -2.8300 1.3191 -0.151 -0.223 0.154
C 1.4542 -3.4143 0.1646 0.054 -0.045 -0.008
C 2.3392 -3.1612 -1.0514 -0.058 -0.016 0.005
C 3.1949 -1.9713 -0.6485 -0.186 -0.273 -0.187
O 3.8154 -1.2638 -1.4224 0.280 0.143 -0.372
C 0.8714 3.1614 -0.8871 0.171 -0.096 0.241
C -0.0299 2.4131 0.0929 -0.051 0.501 0.102
S -2.0444 -1.0445 -0.7084 -0.047 0.473 0.141
C -3.7052 -0.6879 -0.3029 0.120 0.364 0.087
C -4.7950 -1.5342 -0.3499 -0.105 0.002 0.022
H -7.0021 -2.9159 -0.3385 -0.046 -0.084 -0.015
H -7.7093 -1.9640 0.9726 -0.081 -0.069 0.031
H -7.9946 -1.4991 -0.7011 -0.093 -0.051 -0.034
H -7.1223 0.6667 0.7070 -0.124 0.069 0.035
H -4.6441 3.2292 0.2461 0.007 0.116 0.010
H -4.7535 2.6946 1.9148 0.028 0.101 0.057
H -6.2338 2.8828 0.9619 -0.058 0.045 0.019
H 0.3212 -0.6631 -1.2212 0.101 0.002 0.035
H 1.3128 0.0449 0.0749 0.002 -0.115 0.020
H 2.3833 0.3235 -2.1503 -0.054 0.007 -0.039
H 0.9609 1.1880 -2.7350 -0.011 -0.011 -0.007
H 2.6522 2.8320 -2.0592 -0.022 -0.061 0.057
H 4.1531 0.7809 -1.1702 -0.189 0.090 0.037
H 4.8619 1.7045 1.5266 0.105 -0.057 -0.135
H 6.0986 1.4064 0.2818 -0.060 0.023 0.125
H 5.9287 -0.5175 1.7944 0.018 -0.014 0.011
H 5.4623 -0.9658 0.1554 0.086 -0.025 0.108
H 3.1449 -0.0438 1.7243 -0.002 -0.081 0.072
H 3.9580 -1.4003 2.5106 -0.048 0.063 -0.071
H 1.6431 -2.3419 2.0683 0.044 -0.039 -0.007
H 2.8729 -3.5992 1.8213 -0.071 0.066 0.039
H 1.2337 -4.4687 0.3145 -0.061 0.013 0.030
H 0.5100 -2.8787 0.0623 -0.007 0.002 0.036
H 1.7846 -2.9467 -1.9625 0.079 0.031 -0.040
H 3.0070 -4.0016 -1.2529 0.031 0.014 -0.047
H 1.2099 4.0798 -0.4079 -0.042 0.021 -0.035
H 0.3058 3.4195 -1.7842 -0.008 0.008 -0.028
H -0.9480 2.9695 0.2802 0.123 -0.058 0.011
H 0.5086 2.2839 1.0390 -0.115 0.016 -0.049
H -4.6787 -2.5592 -0.6679 -0.065 -0.141 -0.031
```
Forces are in eV/Å.

Properties
Total energy in Ha: -1624.10692
LUMO energy in eV: 0.60
HOMO-LUMO gap in Eh: 0.29360
HOMO energy in eV: -7.388
Relative energy (zero: lowest compared OMol25 entry of this formula, charge and spin) in kJ/mol: 0.00



(3)
Computed, not measured: one molecule with the formula C22H30N4O5S2, with wB97M-V/def2-TZVPD.

XYZ file:
```
63
Properties=species:S:1:pos:R:3:forces:R:3
C 0.8584 2.8473 0.1463 0.100 -0.044 -0.250
C 2.1691 2.3995 -0.4860 -0.451 0.529 -0.171
N 2.9289 1.5218 0.3880 0.299 0.402 1.009
C 3.9000 0.6550 -0.2541 0.445 -0.597 0.005
C 3.2971 -0.6982 -0.6143 0.062 0.349 -0.017
S 3.3482 2.1608 1.8675 -0.084 -0.241 0.250
O 4.5555 1.5372 2.3348 -0.099 -0.214 -0.121
O 3.3103 3.5980 1.8523 -0.210 -0.113 -0.177
C 2.0286 1.5944 2.9511 0.264 0.066 -0.445
C 1.9205 2.1824 4.1973 0.078 0.175 0.123
C 0.9330 1.7447 5.0643 0.212 0.043 -0.233
C 0.0533 0.7459 4.6834 -0.177 -0.120 0.067
C 0.1633 0.1687 3.4211 0.263 0.349 0.235
N -0.7241 -0.8060 2.9473 0.302 -0.146 -0.303
C -1.8490 -1.2851 3.5425 -0.161 -0.462 -0.408
O -2.2079 -1.0351 4.6709 -0.113 0.077 0.246
C -2.7274 -2.1053 2.5853 0.053 0.162 0.245
N -3.5534 -1.1881 1.8230 -0.458 -0.155 0.284
C -3.0611 -0.4194 0.7940 0.069 0.323 -0.529
C -3.6542 0.8166 0.5015 0.078 -0.176 0.118
C -3.2258 1.5873 -0.5608 0.167 -0.076 -0.091
C -2.1898 1.1525 -1.3749 0.012 0.111 -0.102
C -1.6163 -0.0710 -1.0968 0.273 -0.104 -0.243
S -0.3203 -0.6991 -2.1512 -0.508 0.022 -0.061
O 0.5979 0.3534 -2.4816 -0.206 0.227 -0.198
O 0.2222 -1.8783 -1.5240 -0.237 -0.082 -0.040
N -1.2069 -1.0496 -3.5358 0.530 0.581 0.915
C -0.4261 -1.0368 -4.7621 0.551 0.091 -0.412
C 0.0812 -2.4717 -4.8997 -0.089 0.069 -0.057
C -1.1175 -3.2946 -4.4159 0.074 0.024 0.025
C -1.8816 -2.3380 -3.4751 -0.588 -0.492 0.212
C -2.0280 -0.8558 -0.0421 -0.036 -0.187 0.226
C 1.1765 0.5868 2.5580 -0.154 -0.141 0.121
H 0.3321 3.4918 -0.5535 -0.089 0.099 -0.037
H 0.2233 1.9929 0.3678 -0.103 -0.062 0.017
H 1.0493 3.4035 1.0596 -0.170 0.089 0.021
H 1.9490 1.8408 -1.3983 0.156 0.048 0.144
H 2.7679 3.2859 -0.7356 -0.035 -0.123 -0.100
H 4.7165 0.5207 0.4573 0.046 -0.043 -0.307
H 4.2984 1.1415 -1.1521 -0.017 0.071 0.113
H 2.4302 -0.5780 -1.2577 0.023 -0.051 -0.030
H 2.9928 -1.2292 0.2840 -0.039 -0.086 0.114
H 4.0383 -1.2996 -1.1342 0.063 -0.126 -0.078
H 2.6061 2.9706 4.4622 0.042 0.131 0.135
H 0.8396 2.1865 6.0443 -0.002 0.047 0.079
H -0.7213 0.4142 5.3546 -0.002 0.002 -0.006
H -0.5312 -1.1055 2.0002 -0.159 0.002 0.191
H -3.3885 -2.7411 3.1777 0.206 0.045 -0.047
H -2.1360 -2.7306 1.9172 -0.042 -0.042 0.015
H -4.2275 -0.7052 2.4027 0.091 -0.055 -0.073
H -4.4606 1.1685 1.1287 -0.088 0.050 0.075
H -3.6980 2.5385 -0.7517 -0.035 0.091 -0.017
H -1.8216 1.7345 -2.2020 -0.021 0.168 -0.130
H 0.3621 -0.2929 -4.6691 -0.041 0.011 -0.235
H -1.0911 -0.7689 -5.5886 0.042 0.029 0.056
H 0.3784 -2.7173 -5.9167 0.070 -0.022 -0.015
H 0.9310 -2.6151 -4.2316 0.057 -0.008 -0.050
H -0.8041 -4.1971 -3.8966 -0.042 -0.061 -0.030
H -1.7506 -3.5793 -5.2562 -0.009 -0.046 0.025
H -1.8761 -2.6849 -2.4424 -0.180 -0.138 -0.088
H -2.9186 -2.2030 -3.7947 0.078 -0.052 0.072
H -1.5386 -1.8078 0.0907 -0.003 -0.154 0.089
H 1.2943 0.1452 1.5797 -0.054 -0.066 -0.127
```
Forces are in eV/Å.

Properties
Total energy in Ha: -2247.92363
LUMO energy in eV: 0.29
HOMO-LUMO gap in Eh: 0.32855
HOMO energy in eV: -8.651
Relative energy (zero: lowest compared OMol25 entry of this formula, charge and spin) in kJ/mol: 17.05